Record 1
48
Properties=species:S:1:pos:R:3:forces:R:3 method="wB97M-V/def2-TZVPD" homo_energy_ev=-8.22 orbital_gap_ha=0.2570 multiplicity=1 total_energy_ev=-168296.245
Pd -0.95232 -0.91869 -1.02088 1.25 0.21 -0.08
O 1.39226 -3.91306 -0.40602 0.07 -0.03 0.03
C 0.79682 -4.71153 0.50725 -0.05 0.01 0.04
C 1.49712 -5.82238 0.96565 0.00 -0.03 0.03
C 0.92656 -6.66634 1.90195 0.00 0.00 0.00
C -0.35261 -6.42597 2.38869 0.00 0.02 -0.01
C -1.04770 -5.31905 1.93004 0.00 -0.01 0.00
C -0.48693 -4.44769 1.00385 0.00 0.01 -0.05
C -1.23880 -3.20167 0.59777 0.13 0.09 -0.10
O -1.01737 -2.85526 -0.75163 -0.38 -0.24 0.37
N -0.81703 -2.11036 1.48949 -0.41 0.02 0.03
N -1.04936 -0.86631 0.98351 0.14 0.14 -0.28
C -0.95396 0.19907 1.67896 -0.04 0.09 0.04
C -1.25167 1.54248 1.17525 -0.04 -0.32 -0.07
Br -2.37368 1.68167 -0.35106 -0.38 0.21 0.37
C -0.83350 2.61239 1.84911 0.08 0.14 0.02
C -0.99002 4.03000 1.48087 0.03 -0.15 0.04
C -1.40792 4.95096 2.43800 0.00 0.03 0.04
C -1.54564 6.28925 2.10684 0.01 0.00 -0.02
C -1.23889 6.72017 0.82289 0.00 -0.02 0.01
C -0.79353 5.81004 -0.12611 0.00 0.01 0.02
C -0.67176 4.46818 0.19805 -0.03 0.01 -0.08
H 0.68720 -3.34586 -0.77709 -0.09 0.07 -0.07
H 2.48508 -6.00689 0.56564 0.01 0.00 0.00
H 1.48219 -7.52864 2.24755 0.00 0.00 0.00
H -0.80147 -7.09448 3.10992 -0.01 0.00 0.01
H -2.04880 -5.11581 2.29399 0.00 0.00 0.01
H -2.31190 -3.35847 0.75850 -0.01 0.04 -0.03
H -0.07877 -2.22347 2.16701 0.15 -0.01 -0.15
H -0.63625 0.11350 2.71747 -0.10 0.06 0.00
H -0.29421 2.40734 2.77125 -0.01 0.02 0.01
H -1.63621 4.61362 3.44206 0.00 0.00 0.00
H -1.88459 6.99705 2.85156 0.00 0.00 0.00
H -1.33706 7.76667 0.56606 0.00 0.01 0.00
H -0.53441 6.14596 -1.12141 0.00 0.00 -0.01
H -0.30525 3.75680 -0.53169 -0.05 0.06 0.04
Cl 3.60009 1.11390 -6.02663 -0.03 -0.01 0.04
C 2.60347 1.03836 -4.62417 0.02 0.04 0.02
C 1.56407 0.12406 -4.54438 0.00 -0.06 -0.14
Cl 1.22883 -0.94375 -5.85514 0.01 0.05 0.08
C 0.78514 0.07660 -3.39915 -0.27 -0.14 -0.13
Cl -0.58803 -1.02811 -3.32980 0.14 -0.10 -0.07
C 0.96792 0.90388 -2.28897 -0.03 0.09 0.36
O 0.25467 0.84627 -1.20729 -0.25 -0.34 -0.32
C 2.02254 1.83860 -2.41371 0.03 0.16 0.19
Cl 2.27042 2.90217 -1.07335 0.08 -0.11 -0.15
C 2.81920 1.90166 -3.54143 0.06 0.03 -0.05
Cl 4.09608 3.05312 -3.61926 -0.03 -0.03 -0.01

Record 2
22
Properties=species:S:1:pos:R:3:forces:R:3 method="wB97M-V/def2-TZVPD" homo_energy_ev=-8.77 orbital_gap_ha=0.3524 multiplicity=1 smiles="[H]/N=C/NC.C=C(C)C" total_energy_ev=-9427.760
H -3.21309 1.92863 2.40742 -0.43 -0.02 -0.20
N -3.17252 0.92763 2.23352 1.15 -0.55 -3.39
C -2.86005 0.71942 0.94976 0.24 0.08 3.40
N -2.47002 -0.54357 0.52956 0.55 0.28 -1.12
C -1.81814 -0.67457 -0.81407 0.49 0.59 0.70
H -2.78121 1.53383 0.19659 -0.22 -0.63 0.31
H -2.06810 -1.13775 1.25214 -0.43 0.38 -0.11
H -1.90259 -1.69979 -1.23351 0.00 0.66 0.50
H -2.37178 0.01339 -1.45559 0.16 -0.20 -0.22
H -0.71810 -0.34084 -0.81592 -1.47 -0.58 0.14
C 1.73840 0.02169 1.19475 -1.21 0.22 0.36
C 1.97425 -0.05257 -0.12089 -0.05 0.00 0.83
C 1.87914 1.23479 -0.90928 -0.14 -0.29 -0.38
C 2.26739 -1.41001 -0.76453 -0.86 -0.33 0.31
H 1.62976 -0.89685 1.81320 0.35 0.86 -0.36
H 1.38369 1.00460 1.63314 0.73 -1.36 -0.34
H 2.84279 1.57067 -1.31596 -0.23 -0.26 -0.14
H 1.49086 2.06375 -0.29683 0.12 -0.44 -0.12
H 1.16198 1.05129 -1.72577 0.36 0.34 -0.05
H 2.15013 -2.19940 0.04982 0.23 0.89 -1.26
H 3.27588 -1.45229 -1.17482 0.11 -0.02 0.08
H 1.58132 -1.66207 -1.63273 0.57 0.40 1.06

Record 3
81
Properties=species:S:1:pos:R:3:forces:R:3 method="wB97M-V/def2-TZVPD" charge=+4 homo_energy_ev="-15.91 / -19.43" orbital_gap_ha="0.1968 / 0.1618" multiplicity=6 s_squared=8.7932 total_energy_ev=-134412.783
Ir -0.17902 0.24192 -0.13735 -0.66 0.27 -1.73
P 2.00586 -0.74957 0.00847 1.21 -0.03 -0.20
P 0.21546 1.92750 -1.74332 0.62 0.93 -0.55
P -0.89194 -1.32357 -1.78232 0.10 -1.59 -0.75
H -2.20627 -0.03229 1.93658 0.38 -0.19 -0.44
C -1.84183 -0.78478 1.22457 1.24 -1.01 1.32
C -0.68226 -1.53235 1.50163 -1.66 0.55 0.38
H -0.09021 -1.31038 2.39278 -0.19 -0.16 -0.39
C 3.02961 -0.32090 1.46763 -0.18 0.02 -0.06
C 3.12670 -0.33874 -1.38517 -0.18 -0.12 0.31
C 2.08885 -2.58056 0.07320 -0.22 0.01 -0.10
C -1.23038 2.99046 -2.13882 -0.03 -0.39 0.07
C 1.44875 3.17569 -1.20319 -0.08 -0.31 -0.23
C 0.79232 1.48121 -3.40207 0.13 -0.10 -0.16
C -1.52438 -2.93908 -1.20758 -0.19 -0.18 -0.19
C 0.27987 -1.88423 -3.07795 -0.25 0.13 -0.06
C -2.30402 -0.64602 -2.70666 -0.20 0.02 0.01
H -2.63586 -1.14535 0.58103 0.35 -0.04 -0.16
H -0.54213 -2.52190 1.06757 0.03 0.49 -0.04
H 2.40920 -0.27139 2.36896 0.19 -0.06 -0.09
H 3.53567 0.63765 1.30667 -0.06 -0.19 0.03
H 3.78913 -1.10328 1.60497 -0.16 0.27 -0.02
H 3.19460 0.74616 -1.50045 0.07 -0.15 -0.04
H 2.75677 -0.79190 -2.30838 0.12 0.09 0.11
H 4.12579 -0.73833 -1.16745 -0.19 0.07 -0.07
H 1.55062 -2.94451 0.95410 0.21 -0.03 -0.17
H 3.14692 -2.87902 0.15956 -0.35 0.17 -0.08
H 1.66817 -3.04365 -0.82957 0.13 0.11 0.37
H -0.92761 3.74840 -2.87136 -0.09 -0.18 0.08
H -1.61196 3.48797 -1.24095 0.10 -0.03 -0.15
H -2.04026 2.37289 -2.54884 0.16 0.22 -0.01
H 1.78059 3.71083 -2.09858 0.02 0.07 0.21
H 2.31414 2.70928 -0.72370 -0.09 0.08 -0.13
H 0.98419 3.88725 -0.51697 0.00 -0.01 -0.11
H 1.01298 2.42056 -3.93273 -0.10 -0.28 0.12
H 0.00792 0.94724 -3.95124 0.24 0.16 0.07
H 1.70561 0.87613 -3.36533 -0.27 0.19 -0.07
H -1.91266 -3.47318 -2.08639 0.07 0.04 0.25
H -2.33859 -2.83115 -0.48340 0.17 -0.12 -0.19
H -0.72954 -3.55084 -0.76330 -0.17 0.15 -0.17
H -0.23986 -2.58392 -3.74318 0.09 0.10 0.09
H 1.13195 -2.40444 -2.63347 -0.18 0.08 -0.12
H 0.64391 -1.04720 -3.67537 -0.02 -0.22 0.07
H -2.79745 -1.47116 -3.23271 0.04 0.20 -0.04
H -1.96467 0.09411 -3.43712 -0.14 -0.10 0.08
H -3.02994 -0.17477 -2.02433 0.25 -0.20 -0.30
C -5.69375 0.79911 0.51065 -0.21 -0.67 0.77
C -5.67423 -0.11841 1.58738 1.55 1.46 -1.72
C -6.85887 -0.57628 2.12642 -3.12 -0.68 0.75
C -8.10175 -0.15039 1.61408 0.54 0.19 -0.23
C -8.11287 0.75229 0.53021 -2.51 -1.55 1.91
C -6.93846 1.22086 -0.02023 2.99 0.75 -0.97
Se -4.05215 1.33392 -0.10244 0.27 0.80 -0.69
H -0.70316 1.76430 -0.08628 -0.13 0.01 0.11
H -4.70728 -0.44816 1.96025 -0.29 -0.02 0.06
H -6.82732 -1.27501 2.95685 -0.13 0.03 -0.02
H -9.03237 -0.51244 2.05365 0.27 0.13 -0.18
H -9.06698 1.08588 0.13164 0.05 -0.02 0.01
H -6.92229 1.90720 -0.87096 -0.21 -0.18 0.25
C 0.11632 4.43537 3.21841 -0.50 0.96 0.35
N -1.16410 3.68824 3.14579 0.60 -0.30 0.22
C -1.32399 2.84623 4.35216 0.21 0.38 0.06
N -0.18697 1.92951 4.54727 0.42 0.67 -1.21
C 1.07576 2.70798 4.59992 0.65 -0.07 1.69
N 1.27490 3.53194 3.39596 -2.25 -1.64 -0.71
C 1.55167 2.72444 2.20629 0.78 0.78 0.75
P 0.09446 1.62194 1.81895 -0.61 -0.21 1.40
C -1.27452 2.93151 1.91076 0.70 -0.09 0.26
C -0.13345 0.87395 3.53194 0.40 0.61 0.65
H 0.06035 5.10764 4.09347 0.15 -0.23 -0.48
H 0.23796 5.00467 2.28915 0.05 0.00 0.34
H -2.24556 2.25478 4.26614 0.22 0.24 0.08
H -1.37988 3.51650 5.22517 -0.06 -0.31 -0.28
H 1.91280 2.00718 4.69561 -0.14 0.26 0.12
H 1.02037 3.37865 5.47412 0.15 -0.31 -0.37
H 1.77517 3.38584 1.36155 -0.22 -0.12 0.18
H 2.44871 2.11807 2.39435 -0.35 0.04 0.00
H -2.26479 2.45075 1.82329 0.42 0.06 0.11
H -1.17331 3.63209 1.06907 -0.03 -0.21 0.07
H -1.04635 0.26240 3.58200 0.23 0.32 -0.05
H 0.71727 0.21215 3.75142 -0.20 0.18 -0.01

Record 4
9
Properties=species:S:1:pos:R:3:forces:R:3 method="wB97M-V/def2-TZVPD" homo_energy_ev="-8.75 / -8.73" orbital_gap_ha="0.2688 / 0.2660" multiplicity=1 total_energy_ev=-34948.554
C 0.49304 -0.22460 -1.25016 1.97 0.94 -1.54
O 0.18634 1.90425 2.19945 0.21 -0.03 -0.07
O 0.72709 -1.98790 0.64909 0.66 -0.36 0.82
S -1.26542 2.09386 2.38671 -0.07 0.46 0.29
S -0.26709 -1.65034 -0.34175 0.46 0.63 -1.67
I -2.14841 -0.58335 0.81763 -0.31 -0.04 -0.25
H 0.60686 0.69389 -0.69817 -0.34 0.06 1.03
H 1.60718 -0.40089 -1.56256 -2.00 -0.69 0.85
H 0.06043 0.15507 -2.20024 -0.56 -0.97 0.54

Record 5
51
Properties=species:S:1:pos:R:3:forces:R:3 method="wB97M-V/def2-TZVPD" charge=+3 homo_energy_ev=-17.90 orbital_gap_ha=0.2677 multiplicity=1 total_energy_ev=-42615.664
Ta 0.30252 -0.22027 -0.08428 -1.07 -0.09 0.21
O -0.06190 -0.19388 -1.90183 0.05 -0.13 -0.29
C -0.86878 -0.69007 -2.89635 0.20 0.23 0.18
C -0.54578 -0.52829 -4.21644 -0.18 -0.07 -0.06
C -1.43818 -1.04969 -5.15884 0.11 0.05 -0.02
C -2.60932 -1.70306 -4.78332 -0.06 -0.02 0.06
C -2.90954 -1.86041 -3.44581 0.01 0.02 -0.10
C -2.02993 -1.35290 -2.46992 -0.06 -0.12 0.10
C -2.28073 -1.60514 -1.09987 -0.01 0.01 -0.12
N -1.52875 -1.30083 -0.06190 0.03 -0.01 0.05
C -2.00207 -1.84276 1.24895 0.00 0.00 -0.07
C -1.22133 -1.14889 2.34645 0.06 -0.03 -0.01
N 0.16538 -1.11173 1.84811 0.08 0.03 -0.05
C 1.10871 -1.74538 2.50215 0.02 0.01 0.04
C 2.42982 -2.01109 2.05325 -0.05 -0.06 0.07
C 3.33024 -2.67760 2.90593 0.07 -0.01 -0.04
C 4.58750 -3.01368 2.44843 -0.05 0.00 0.07
C 4.95383 -2.71202 1.13926 0.02 0.02 -0.10
C 4.08252 -2.06353 0.26076 0.08 -0.07 0.18
C 2.84689 -1.72406 0.74145 -0.20 0.21 -0.18
O 1.93033 -1.09076 -0.07534 0.50 0.11 0.10
H 0.36104 -0.02095 -4.51367 0.01 0.00 0.00
H -1.20350 -0.93995 -6.20998 -0.02 -0.01 0.00
H -3.27713 -2.09104 -5.53927 0.00 0.00 0.00
H -3.81166 -2.37713 -3.14215 0.01 -0.01 0.01
H -3.19786 -2.15001 -0.87840 0.00 -0.01 -0.01
H -1.79671 -2.91444 1.26231 -0.01 0.00 0.02
H -3.07525 -1.68795 1.35278 0.00 0.03 0.00
H -1.29474 -1.69586 3.28559 0.01 0.03 0.01
H -1.57567 -0.12954 2.51093 -0.02 0.00 -0.01
H 0.84252 -2.13256 3.48522 0.03 -0.02 0.00
H 3.03073 -2.91959 3.91813 -0.01 -0.01 0.00
H 5.28521 -3.51775 3.10199 0.00 0.00 -0.01
H 5.93788 -2.99100 0.78499 0.00 0.00 0.00
H 4.36757 -1.83857 -0.75701 -0.01 0.00 -0.01
C 0.41695 3.27576 3.08468 0.01 0.01 -0.01
C 0.28464 3.85668 1.68827 -0.02 0.07 -0.05
S -0.93067 2.98190 0.70503 -0.06 -0.11 0.08
O -0.24319 1.54476 0.48997 0.44 -0.06 -0.06
C -0.80026 3.79238 -0.91404 0.12 0.02 -0.02
C -2.15147 4.34338 -1.34718 0.00 0.00 0.00
H 1.15625 3.86360 3.62721 -0.01 0.00 0.01
H 0.76840 2.24429 3.06298 0.01 -0.01 -0.01
H -0.52264 3.33046 3.63270 0.00 -0.01 0.01
H 1.21259 3.87532 1.11272 0.01 -0.01 0.03
H -0.12977 4.87243 1.70368 0.03 0.00 0.02
H -0.41233 3.02326 -1.58523 -0.05 0.00 -0.01
H -0.03794 4.56539 -0.80664 -0.02 0.01 -0.02
H -2.87673 3.55034 -1.52236 0.00 0.00 0.01
H -2.00765 4.89174 -2.27749 -0.02 0.00 0.00
H -2.56007 5.04067 -0.61662 0.01 0.01 0.00

Record 6
9
Properties=species:S:1:pos:R:3:forces:R:3 method="wB97M-V/def2-TZVPD" homo_energy_ev=-9.87 orbital_gap_ha=0.3957 multiplicity=1 smiles="CNC=O" total_energy_ev=-5692.743
C 0.20427 0.89542 -0.63582 -0.01 0.20 -0.05
N 0.18419 -0.48816 -0.21686 -0.02 -0.11 0.14
C -0.39175 -0.88900 0.94553 -0.02 0.03 0.02
O -1.02903 -0.17646 1.69441 0.22 -0.15 -0.19
H -0.12933 1.49902 0.20841 0.03 -0.03 -0.11
H 1.22215 1.18954 -0.90783 -0.15 0.00 0.01
H -0.46393 1.07989 -1.48325 0.08 -0.03 0.10
H 0.65735 -1.17706 -0.77734 -0.02 0.02 0.12
H -0.20325 -1.95808 1.15597 -0.11 0.07 -0.04